The following is a DFT calculation (ωB97M-V/def2-TZVPD) of a molecular structure, C30H68F6NO30S2Tl at a distorted geometry.

ORCA input file:
```
! wB97M-V def2-TZVPD RIJCOSX def2/J DEFGRID3
* xyz 0 1
Tl -0.70357 -2.26387 4.67280
C 0.97067 0.67962 0.87067
C 0.21368 -0.19134 1.75049
C -1.01950 -0.99051 1.12392
O -1.68341 -1.68790 1.88062
C -1.35708 -0.77968 -0.25974
C -0.54545 0.07644 -1.03191
C 0.58413 0.84135 -0.46276
O 1.18576 1.74844 -1.05910
O -0.87761 0.15445 -2.21737
O 0.43413 -0.27372 2.94235
H 1.75498 1.27511 1.32087
H -2.20073 -1.24353 -0.74534
C 1.59084 -3.10667 -2.73038
F 0.43196 -2.60115 -2.30639
F 2.16014 -3.77447 -1.71297
F 1.27271 -3.89060 -3.74434
S 2.79139 -1.69060 -3.22831
O 2.27272 -0.60018 -2.41848
O 4.15929 -2.02902 -2.95550
N 2.34986 -1.29690 -4.79689
S 3.28025 -2.20267 -5.69073
O 4.51866 -1.52349 -6.02335
O 3.44048 -3.56657 -5.21517
C 2.33718 -2.34588 -7.31501
F 1.13301 -2.87557 -7.08287
F 2.24830 -1.13812 -7.86432
F 3.00582 -3.09642 -8.18370
C 1.10325 3.97092 4.64542
C 1.70345 2.99527 3.61454
O 1.74583 1.67807 4.12116
O -0.20978 3.57545 4.99816
H 1.08618 4.95642 4.16754
H 1.56720 3.94190 5.63224
H 2.66327 3.29614 3.17983
H 1.00250 2.99608 2.76678
H 1.55848 1.05504 3.39145
H -0.69140 3.54057 4.14910
C -2.20125 3.27935 -2.99657
C -2.53243 2.94737 -4.42970
O -2.13650 1.65172 -4.81418
O -0.76817 3.22335 -2.90224
H -2.58055 2.52187 -2.30255
H -2.53800 4.29532 -2.78021
H -2.21188 3.76742 -5.07800
H -3.63065 2.91382 -4.49327
H -2.81360 1.29036 -5.38831
H -0.48830 4.00425 -2.41577
C -4.34289 -0.92023 3.98472
C -3.67069 0.38292 4.37131
O -2.30206 0.34393 3.92311
O -3.82968 -2.00207 4.77296
H -4.10313 -1.17169 2.95051
H -5.42909 -0.83225 4.04393
H -3.62402 0.73845 5.40039
H -4.23495 1.13882 3.81085
H -2.02797 1.21730 3.60746
H -4.50722 -2.34452 5.36138
C 6.98589 -0.52454 -0.90354
C 5.52949 -0.15486 -1.09084
O 4.70851 -1.06255 -0.38178
O 7.18362 -1.69285 -1.64985
H 7.22893 -0.49343 0.16664
H 7.63337 0.26741 -1.29850
H 5.21994 -0.19537 -2.13895
H 5.24235 0.86320 -0.78978
H 3.81526 -1.11804 -0.72128
H 8.09979 -1.73324 -1.93560
C 2.97152 -3.40916 3.32783
C 2.18450 -3.58989 2.07406
O 0.81981 -3.83546 2.41952
O 2.55605 -2.16887 3.89973
H 4.03192 -3.26103 3.09688
H 2.94833 -4.23535 4.03858
H 2.64116 -4.40285 1.50554
H 2.28320 -2.66429 1.50209
H 0.53577 -4.64775 1.98890
H 3.17892 -1.59111 3.42240
C -3.40633 -4.39336 0.31056
C -4.44577 -4.42031 1.47100
O -4.37897 -5.43549 2.41944
O -2.10617 -4.19593 0.78103
H -3.61872 -3.62848 -0.44417
H -3.48276 -5.36586 -0.18451
H -5.40445 -4.46921 0.93709
H -4.37761 -3.45286 1.97225
H -4.44893 -6.30658 2.01896
H -2.02564 -3.31961 1.18339
C 5.30702 0.42014 4.27932
C 5.32203 -0.03425 2.83341
O 4.08748 -0.42022 2.29156
O 4.48416 1.58352 4.43870
H 6.30314 0.68539 4.62820
H 4.88859 -0.33628 4.95126
H 6.01783 -0.87438 2.71277
H 5.73152 0.81128 2.26554
H 4.30307 -0.68206 1.36820
H 3.74996 1.52599 3.80595
C 2.61290 5.20592 0.79038
C 2.71744 6.43355 -0.13328
O 3.10160 5.99414 -1.42596
O 1.39937 4.47888 0.51635
H 2.54207 5.52586 1.83186
H 3.49681 4.56868 0.74534
H 3.50983 7.01690 0.35136
H 1.78507 6.99966 -0.15944
H 3.06834 6.81685 -1.92759
H 1.60583 3.66880 0.03913
C -2.61569 -2.95231 -3.71053
C -4.07902 -3.25280 -3.96235
O -4.76305 -2.38259 -4.82020
O -1.88814 -2.97559 -4.92341
H -2.08580 -3.64925 -3.04964
H -2.39572 -1.96055 -3.29482
H -4.66026 -3.44119 -3.05028
H -4.07647 -4.16600 -4.56776
H -5.03985 -1.57855 -4.35125
H -1.59451 -3.87612 -5.08258
C -4.59094 -0.72103 -1.18488
C -5.38783 0.15585 -2.21099
O -6.02678 -0.62183 -3.17908
O -5.47983 -1.60114 -0.48793
H -4.04323 -0.12733 -0.44903
H -3.90615 -1.36038 -1.74084
H -4.70968 0.91334 -2.60287
H -6.14119 0.64817 -1.58713
H -6.84709 -0.96928 -2.81959
H -6.01917 -1.13244 0.15540
C -2.64248 4.07058 0.67342
C -1.46553 3.66256 1.57520
O -1.90942 3.24107 2.87821
O -3.15903 5.30526 1.11119
H -3.39768 3.27417 0.65151
H -2.33468 4.11731 -0.37679
H -0.71452 4.44420 1.70540
H -0.91524 2.81589 1.15925
H -2.71521 3.74599 3.05256
H -3.83748 5.56548 0.48057
*
```

## Properties
HOMO in eV: -8.399
Energy relative to the best compared isomer or geometry (same formula, charge and spin) in kJ/mol: 0.0
Gap between HOMO and LUMO in Ha: 0.109
Total energy in eV: -137783.184
E_LUMO in hartree: -0.1996

These are the Löwdin partial charges, in e, on atoms 1 to 8: atom 1 (Tl): 1.124, atom 2 (C): 0.214, atom 3 (C): -0.258, atom 4 (C): -0.245, atom 5 (O): -0.006, atom 6 (C): 0.222, atom 7 (C): -0.312, atom 8 (C): -0.322



The following is a DFT calculation (ωB97M-V/def2-TZVPD) of a gas-phase ion, C30H51BBr2N (charge -1) at a distorted geometry.

ORCA input file:
```
! wB97M-V def2-TZVPD RIJCOSX def2/J DEFGRID3
* xyz -1 1
C -3.40033 3.05337 4.91521
C -3.01362 1.89071 4.14344
B -3.16051 0.31869 4.69899
C -1.86931 -0.48171 4.07637
C -1.14389 -1.52434 5.06130
C 0.29820 -1.00671 5.62317
C 1.32462 -2.24180 5.59650
C 2.19662 -2.38846 4.25355
C 1.73298 -1.46567 3.02964
C 2.89260 -1.61685 1.88377
C 2.29205 -1.63899 0.39294
C 3.39395 -0.91733 -0.56318
C 3.38906 -1.61768 -2.01118
C 3.61660 -0.52434 -3.17344
C 3.47771 -1.27087 -4.60179
C 2.08579 -0.91217 -5.33992
C 2.25328 -0.80585 -6.93778
C 1.64590 0.57473 -7.53181
C 0.43580 0.29933 -8.57160
C 0.42809 1.56441 -9.59744
C -0.00361 2.91043 -8.78748
C 1.11907 4.07282 -8.93434
C 0.35295 5.48501 -9.03162
C -4.61406 -0.21494 4.13949
Br -5.82462 1.10130 3.20712
C -5.13537 -1.52881 4.24850
C -4.28700 -2.69344 4.92900
Br -6.94512 -2.01376 3.52175
C -3.11184 0.47326 6.35752
C -4.36889 0.05353 7.15873
C -4.32181 0.25543 8.71679
C -3.00139 0.83506 9.30334
C -1.87606 1.16377 8.29694
N -1.89477 1.02647 6.88080
H -2.53018 3.72015 5.27840
H -4.46801 3.30010 5.22364
H -2.62455 2.03186 3.07586
H -1.10630 0.31372 3.71774
H -2.18095 -1.05113 3.12664
H -1.80614 -1.93205 5.90297
H -0.87905 -2.44960 4.41276
H 0.12402 -0.75488 6.73565
H 0.66115 -0.05882 5.11137
H 0.68203 -3.19616 5.70232
H 1.94786 -2.18261 6.56255
H 2.06990 -3.48091 3.89963
H 3.29494 -2.19300 4.52558
H 0.73660 -1.80587 2.57953
H 1.71092 -0.34202 3.27057
H 3.53723 -2.52082 2.14706
H 3.56630 -0.68334 1.98013
H 1.31101 -1.04124 0.41587
H 2.12873 -2.73867 0.10814
H 4.42584 -1.03127 -0.06797
H 3.15314 0.19145 -0.68384
H 2.35158 -2.08867 -2.16186
H 4.23798 -2.39578 -2.04678
H 2.77406 0.24912 -3.08239
H 4.63062 -0.01244 -3.02987
H 3.45644 -2.39906 -4.40068
H 4.38070 -1.04323 -5.26321
H 1.33684 -1.74516 -5.06455
H 1.64677 0.07357 -4.93140
H 3.38282 -0.78638 -7.15499
H 1.77755 -1.72770 -7.43220
H 1.25370 1.25140 -6.69360
H 2.47513 1.14463 -8.08786
H -0.54290 0.34319 -7.97956
H 0.57801 -0.70274 -9.11967
H -0.28873 1.31077 -10.44963
H 1.50168 1.68168 -9.96222
H -0.96443 3.32310 -9.27828
H -0.13463 2.68586 -7.67525
H 1.72424 4.09388 -7.95403
H 1.77079 3.87180 -9.85296
H 1.06634 6.37227 -9.11248
H -0.32136 5.42947 -9.96166
H -0.34062 5.56201 -8.11684
H -4.90048 -3.67175 4.88795
H -3.92669 -2.47280 5.98589
H -3.38533 -2.88952 4.23254
H -5.32912 -0.38480 6.74935
H -5.19609 0.01409 9.40828
H -2.83184 1.03075 10.41373
H -0.90059 1.57294 8.75637
*
```

## Properties
HOMO in eV: -3.389
Gap between HOMO and LUMO in Ha: 0.207
Total energy in eV: -174179.134
E_LUMO in hartree: 0.0821

These are the Löwdin partial charges, in e, on atoms 1 to 8: atom 1 (C): -0.099, atom 2 (C): -0.176, atom 3 (B): -0.769, atom 4 (C): -0.145, atom 5 (C): -0.220, atom 6 (C): -0.213, atom 7 (C): -0.225, atom 8 (C): -0.218



The following is a DFT calculation (ωB97M-V/def2-TZVPD) of 2 unconnected molecules or ions with the total composition C3H9NO at a distorted geometry.

ORCA input file:
```
! wB97M-V def2-TZVPD RIJCOSX def2/J DEFGRID3
* xyz 0 1
C -1.02623 1.70108 0.37414
C -0.80986 0.93504 -0.71404
N 0.35732 0.25357 -1.14497
C 0.86813 0.62084 -2.46334
H -0.43662 2.62440 0.46183
H -1.61589 1.59769 1.27063
H -1.55473 0.83920 -1.53050
H 0.14818 -0.73440 -1.20582
H 0.22014 0.28580 -3.28277
H 1.88902 0.21593 -2.57982
H 1.03959 1.69908 -2.59529
O 0.37603 -2.84916 3.51096
H -0.08132 -2.02144 3.27749
H 0.83204 -2.97438 2.66712
*
```

## Properties
HOMO in eV: -8.142
Energy relative to the best compared isomer or geometry (same formula, charge and spin) in kJ/mol: 441.0
Structure (SMILES): C=CNC.O
Gap between HOMO and LUMO in Ha: 0.301
Total energy in eV: -6790.485
E_LUMO in hartree: 0.0013

These are the natural (NBO) partial charges, in e, on atoms 1 to 8: atom 1 (C): -0.473, atom 2 (C): 0.051, atom 3 (N): -0.666, atom 4 (C): -0.431, atom 5 (H): 0.200, atom 6 (H): 0.223, atom 7 (H): 0.141, atom 8 (H): 0.376



The following is a DFT calculation (ωB97M-V/def2-TZVPD) of a molecular structure, C31H41F6N8OY at a distorted geometry.

ORCA input file:
```
! wB97M-V def2-TZVPD RIJCOSX def2/J DEFGRID3
* xyz 0 1
Y 0.37374 0.17078 -0.18539
C -3.29576 0.94598 1.35201
C -3.36716 1.09668 -0.16579
N -2.50976 0.15828 -0.89009
C -3.01626 -1.20682 -0.94929
C -2.84016 -1.90612 0.37151
C -3.82896 -2.75472 0.85791
C -3.63626 -3.36222 2.08521
C -2.47906 -3.08562 2.79101
C -1.54526 -2.21742 2.23351
C -0.25756 -1.92602 2.96761
N 0.26364 -0.58532 2.72141
C -0.32296 0.43078 3.58991
C -1.77356 0.75178 3.22471
N -1.91926 0.98908 1.80481
N -1.71906 -1.66482 1.04061
H -3.73186 -0.01052 1.65941
H -3.91896 1.74378 1.79491
H -3.01196 2.09808 -0.41069
H -4.42206 1.00208 -0.46969
H -2.41936 0.51008 -1.83879
H -2.43656 -1.75432 -1.70339
H -4.08026 -1.25672 -1.23809
H -4.72546 -2.94132 0.28821
H -4.37506 -4.03692 2.48791
H -2.29986 -3.54312 3.75181
H 0.47954 -2.65102 2.60701
H -0.40536 -2.11582 4.04501
H 1.26444 -0.60312 2.90121
H 0.27684 1.33458 3.49151
H -0.29376 0.11578 4.64681
H -2.09006 1.60328 3.85351
H -2.40806 -0.10212 3.48541
H -1.50246 1.87538 1.52541
C -1.78886 3.08248 -2.80109
C -0.78576 3.34708 -1.64479
O -0.81286 2.49248 -0.61599
C -1.05246 4.79958 -1.14639
F -0.85126 5.75168 -2.07289
F -2.33256 4.92338 -0.75369
F -0.30066 5.14788 -0.09449
C 0.62764 3.27308 -2.26949
F 1.59964 3.47878 -1.37209
F 0.79084 1.99758 -2.71279
F 0.88064 4.06478 -3.31759
H -2.79856 3.07238 -2.40079
H -1.56156 2.11308 -3.23929
H -1.71466 3.84968 -3.56959
N 4.30794 2.32388 4.38201
C 3.32944 2.64688 3.49601
C 2.81884 1.71228 2.57671
N 1.79444 1.99218 1.78851
C 1.28914 3.22478 1.87031
C 1.80804 4.15338 2.75921
N 2.80894 3.87328 3.57581
H 4.88014 1.51628 4.20131
H 4.72694 3.08718 4.88591
H 3.26734 0.73048 2.48691
H 0.47714 3.45548 1.20351
H 1.40584 5.15238 2.82851
C 0.89164 -2.50342 -0.39849
C 0.44314 -3.32332 -1.49499
C -0.78646 -4.01972 -1.46269
C -1.16076 -4.87962 -2.46389
C -0.31746 -5.10762 -3.55989
C 0.89824 -4.41072 -3.62819
C 1.25224 -3.53812 -2.63289
C -0.66916 -6.04822 -4.53659
N -0.98346 -6.82502 -5.32479
H 1.98044 -2.49322 -0.34209
H 0.45724 -2.84162 0.53651
H -1.43146 -3.90442 -0.60059
H -2.10456 -5.40542 -2.40489
H 1.56804 -4.58532 -4.46099
H 2.20864 -3.03692 -2.68959
C 4.88744 0.14378 -1.98729
C 3.44164 -0.34802 -1.82629
C 2.70624 -0.17342 -3.14979
C 2.76664 0.38818 -0.65469
H 5.36814 -0.34642 -2.83249
H 5.47544 -0.05342 -1.09109
H 4.90194 1.21478 -2.17909
H 3.48244 -1.42132 -1.60359
H 2.72284 0.86838 -3.45309
H 1.66494 -0.49842 -3.05569
H 3.19304 -0.75192 -3.93219
H 3.32134 0.07918 0.24331
H 2.98154 1.45658 -0.78529
*
```

## Properties
HOMO in eV: -6.862
Energy relative to the best compared isomer or geometry (same formula, charge and spin) in kJ/mol: 281.2
Gap between HOMO and LUMO in Ha: 0.250
Total energy in eV: -64130.295
E_LUMO in hartree: -0.0022

These are the Löwdin partial charges, in e, on atoms 1 to 8: atom 1 (Y): 1.661, atom 2 (C): -0.201, atom 3 (C): -0.195, atom 4 (N): -0.091, atom 5 (C): -0.148, atom 6 (C): -0.299, atom 7 (C): -0.019, atom 8 (C): -0.043



Q: Look up the HOMO of the third one.
A: -8.142 eV



Q: Look up the E_LUMO of the first one.
A: -0.1996 hartree



Q: Which of these has the lowest E_LUMO?
A: C30H68F6NO30S2Tl



Q: Among the records above, which one has the highest HOMO?
A: C30H51BBr2N